No. 1
Computed, not measured: a molecular structure, C5H6S2, with ωB97M-V/def2-TZVPD.

Each line ends with the Löwdin charge.
Geometry (Å):
C 0.42695 -0.03254 -0.24853  -0.4108
C -0.73513 0.62775 0.03666  -0.4564
C 0.47367 0.34909 -1.64325  -1.1157
C 1.44778 -0.99939 0.18031  -0.0718
C -1.67253 0.57168 1.14930  -0.0791
S 1.56651 0.10170 -2.78840  0.7361
S -1.01668 1.32133 -1.64360  0.8843
H 2.45053 -0.44669 0.31865  0.1148
H 1.65814 -1.49701 -0.77893  0.0408
H 1.18829 -1.58449 1.09139  0.0902
H -1.86853 1.55553 1.60796  0.0937
H -1.30971 -0.13688 1.91608  0.0942
H -2.60929 0.16991 0.80236  0.0797

Cartesian forces (eV/Å) of the 6 atoms listed first:
C -1.217 0.774 -0.444
C 1.055 -1.137 -0.554
C 0.585 0.893 -0.982
C 1.491 0.822 0.912
C 0.114 0.107 1.207
S -0.114 -0.100 -0.296

Calculated values
total energy	-26950.856	eV
HOMO	-0.314	Ha
energy relative to the best compared isomer or geometry (same formula, charge and spin)	24.7	kcal per mole


No. 2
Computed, not measured: 2 unconnected molecules or ions with the total composition C6H14, with ωB97M-V/def2-TZVPD.

Each line ends with the Löwdin charge.
Geometry (Å):
C -1.16792 -0.69883 2.33176  -0.0138
C -1.91680 -0.64609 1.23553  -0.2443
C -2.37771 0.62669 0.55641  -0.1181
H -0.89568 -1.61951 2.74279  0.0293
H -0.74068 0.21931 2.69823  0.0548
H -2.46559 -1.51475 0.87122  0.0917
H -3.40629 0.80926 0.87466  0.0716
H -1.72229 1.43245 0.85960  0.0646
H -2.53128 0.40418 -0.49666  0.0663
C 0.92905 -0.64400 -1.92261  -0.1295
C 1.24655 0.56011 -1.05406  -0.3345
C 2.48773 0.40372 -0.17408  -0.1126
H 1.72705 -0.85166 -2.63292  0.0669
H 0.02556 -0.52618 -2.52513  0.0660
H 0.80823 -1.54052 -1.31099  0.0671
H 0.41229 0.98320 -0.50470  0.0754
H 1.38448 1.38224 -1.77544  0.0981
H 2.63391 1.33292 0.37535  0.0645
H 2.20765 -0.28324 0.62097  0.0660
H 3.36173 0.17069 -0.76994  0.0705

Cartesian forces (eV/Å) of the 6 atoms listed first:
C -0.254 1.005 -1.578
C -1.125 0.346 0.272
C -0.370 -1.329 0.625
H 0.298 -1.158 0.874
H 0.245 0.084 0.301
H 0.537 -0.255 0.048

Calculated values
total energy	-6447.931	eV
SMILES	C=CC.CCC
HOMO	-0.353	Ha
energy relative to the best compared isomer or geometry (same formula, charge and spin)	34.1	kcal per mole


No. 3
Computed, not measured: a gas-phase ion, C4H8ClN2 (charge +1), with ωB97M-V/def2-TZVPD.

Each line ends with the Löwdin spin population.
Geometry (Å):
C -1.69124 -0.26557 -0.88007  0.1483
C -0.87960 -0.12937 1.22781  0.1108
C -0.25784 -1.32517 0.51665  1.0751
C 2.57773 0.77238 -0.35662  0.1635
N -1.77291 0.42621 0.25002  0.0974
N -0.91564 -1.34453 -0.75599  0.0891
Cl 1.66083 -0.75117 0.17073  0.2269
H -2.25100 -0.10135 -1.85531  0.0088
H -1.44027 -0.61764 2.19009  0.0424
H -0.24291 0.57514 1.54933  0.0167
H 2.34487 1.64187 0.46857  -0.0018
H 2.10328 1.18392 -1.32267  0.0006
H 3.56707 0.58397 -0.24490  0.0176
H -2.28111 1.25453 0.54005  0.0023
H -0.52125 -1.90321 -1.49768  0.0023

Cartesian forces (eV/Å) of the 6 atoms listed first:
C -1.269 -0.296 -2.055
C -3.017 -5.258 2.016
C -2.960 1.430 -1.597
C -4.372 4.163 1.129
N 0.111 -0.365 0.036
N 1.033 0.235 2.231

Calculated values
total energy	-19767.616	eV
HOMO (alpha / beta)	-0.398 / -0.546	Ha
charge	+1
energy relative to the best compared isomer or geometry (same formula, charge and spin)	33.9	kcal per mole
2S+1	3


No. 4
Computed, not measured: 9 unconnected molecules or ions with the total composition C36H72O18, with ωB97M-V/def2-TZVPD.

Each line ends with the Löwdin charge.
Geometry (Å):
C -0.42349 0.42293 2.39504  -0.0806
C 0.02520 0.72548 1.03608  -0.2976
O -0.86339 0.39373 0.02125  0.0026
C -0.83424 1.01722 -1.18097  -0.5085
C -1.83676 0.40446 -2.13470  0.0135
O -0.25235 2.03993 -1.45888  0.1017
H -1.32619 0.95327 2.69832  0.0876
H 0.39085 0.62059 3.09209  0.0866
H -0.53938 -0.66086 2.40322  0.0821
H 0.38868 1.75308 1.03263  0.1260
H 0.89432 0.09219 0.85812  0.1295
H -1.81100 1.07698 -2.99211  0.0863
H -2.85685 0.36727 -1.75244  0.0860
H -1.68914 -0.64417 -2.39293  0.0848
C 7.85808 0.94637 5.98055  -0.0804
C 9.06286 1.71431 5.57030  -0.2482
O 9.40571 1.46430 4.21932  -0.0211
C 10.35089 0.56990 3.84277  -0.4099
C 10.17196 0.20209 2.33758  0.0128
O 11.20707 -0.03882 4.59900  0.0116
H 7.59340 1.21767 7.00253  0.0843
H 8.16250 -0.09750 6.05655  0.0801
H 7.00292 0.99591 5.30650  0.0842
H 8.72351 2.75013 5.56758  0.1215
H 9.84817 1.59906 6.31737  0.1290
H 9.82017 -0.82825 2.38995  0.0821
H 11.02831 0.16686 1.66415  0.0803
H 9.39203 0.79021 1.85392  0.0738
C -10.23859 5.14987 -10.59356  -0.0927
C -9.09764 4.26584 -10.88184  -0.2733
O -9.07490 3.11853 -10.15177  0.0152
C -8.78183 2.94725 -8.88369  -0.5207
C -8.86271 1.49827 -8.52510  0.0161
O -8.56290 3.84149 -8.04931  0.0737
H -10.37579 5.93246 -11.33977  0.0793
H -10.16766 5.78849 -9.71309  0.0831
H -11.19764 4.63339 -10.63311  0.0853
H -9.08236 4.09911 -11.95890  0.1316
H -8.27819 4.93250 -10.61321  0.1300
H -8.10980 1.23727 -7.78139  0.0885
H -8.62062 0.81411 -9.33837  0.0859
H -9.87186 1.40724 -8.12330  0.0980
C -4.87155 7.00574 -1.28634  -0.0527
C -4.27036 6.83983 0.12474  -0.2290
O -4.93637 7.72491 1.00769  -0.0131
C -5.98157 7.25042 1.70797  -0.5412
C -6.81599 8.27629 2.43418  0.0185
O -6.36282 6.10489 1.69407  0.0927
H -4.29673 6.49199 -2.05689  0.0761
H -4.93968 8.06697 -1.52559  0.0774
H -5.88450 6.60347 -1.27216  0.0740
H -4.12957 5.84594 0.54955  0.1212
H -3.23304 7.16672 0.05264  0.1130
H -7.55890 7.74401 3.02820  0.0876
H -7.18648 9.11085 1.83891  0.0908
H -6.09974 8.60336 3.18791  0.0847
C -2.14860 -2.25864 10.92020  -0.0885
C -3.42817 -1.36320 11.14481  -0.1830
O -3.05695 -0.18587 10.42747  -0.0585
C -2.38126 0.93877 10.92697  -0.4947
C -2.63620 2.21520 10.18570  0.0137
O -1.81970 0.96161 11.97660  0.1180
H -1.65246 -2.24876 9.94971  0.0683
H -2.06748 -3.31528 11.17527  0.0634
H -1.35356 -1.87497 11.55957  0.0634
H -4.29880 -1.83058 10.68474  0.1142
H -3.45335 -1.38922 12.23420  0.1173
H -3.59814 2.24115 9.67375  0.0859
H -1.82181 2.31622 9.46829  0.0896
H -2.58914 3.04800 10.88735  0.0909
C -1.55263 -12.41422 -3.37270  -0.0676
C -2.45618 -12.12741 -4.62638  -0.2118
O -2.69990 -10.84019 -5.11032  0.0011
C -1.76520 -10.12623 -5.72533  -0.5256
C -2.15034 -8.68355 -6.20879  0.0301
O -0.61190 -10.42162 -5.64252  0.1030
H -1.00981 -13.35939 -3.36206  0.0725
H -2.04694 -12.33674 -2.40431  0.0632
H -0.74955 -11.70519 -3.17172  0.0629
H -2.22142 -12.76086 -5.48181  0.1228
H -3.36657 -12.54584 -4.19720  0.1116
H -1.65061 -7.96956 -5.55413  0.0815
H -3.22080 -8.48886 -6.14307  0.0755
H -1.65160 -8.58544 -7.17301  0.0809
C 0.85448 -6.67886 1.77700  -0.0877
C 0.64153 -7.58337 2.96813  -0.1962
O -0.36373 -7.06169 3.90519  -0.0632
C -1.69277 -6.80072 3.56950  -0.4713
C -2.56608 -6.20838 4.77151  0.0297
O -2.04513 -6.81682 2.43704  0.1041
H 1.79913 -6.93350 1.29648  0.0707
H 1.13682 -5.67456 2.09282  0.0823
H 0.12123 -6.61883 0.97273  0.0734
H 0.30965 -8.61695 2.86978  0.1200
H 1.64186 -7.75380 3.36611  0.1129
H -3.63063 -6.27820 4.54797  0.0792
H -2.31665 -5.15621 4.90874  0.0754
H -2.15870 -6.69281 5.65891  0.0706
C 4.26312 -4.22070 -9.86457  -0.0647
C 4.20301 -4.94502 -8.47375  -0.1565
O 4.50084 -4.17767 -7.26026  -0.0242
C 3.73406 -3.20411 -6.76951  -0.5179
C 4.17873 -2.80563 -5.40047  0.0050
O 2.74951 -2.69785 -7.34175  0.0609
H 3.59265 -3.36241 -9.82085  0.0640
H 4.11534 -4.81398 -10.76694  0.0715
H 5.23743 -3.81128 -10.13138  0.0670
H 3.24401 -5.42400 -8.27626  0.1205
H 5.01043 -5.67702 -8.49243  0.1114
H 3.80996 -1.89739 -4.92381  0.0883
H 5.26585 -2.73756 -5.35981  0.0853
H 3.90514 -3.59623 -4.70175  0.0895
C 5.82259 8.10209 1.66243  -0.0470
C 6.77480 8.21118 2.90336  -0.2681
O 7.17725 9.48019 2.97843  -0.0308
C 8.04857 9.93800 3.93650  -0.4892
C 8.69525 11.34357 3.84526  0.0282
O 8.34313 9.30197 4.90066  0.1052
H 5.68392 7.10597 1.24220  0.0639
H 6.15947 8.59016 0.74788  0.0697
H 4.77959 8.39442 1.78407  0.0695
H 6.25511 7.95119 3.82555  0.1218
H 7.69226 7.62433 2.94784  0.1269
H 9.74236 11.05889 3.74217  0.0884
H 8.46645 11.96064 4.71415  0.0870
H 8.27302 11.77762 2.93893  0.0744

Cartesian forces (eV/Å) of the 6 atoms listed first:
C -0.669 -1.194 0.797
C 2.655 0.992 -0.294
O -1.049 -0.059 -0.921
C -1.144 0.571 0.080
C -0.135 0.062 -0.273
O 0.317 -0.892 0.710

Calculated values
total energy	-75350.360	eV
SMILES	CCOC(C)=O.CCOC(C)=O.CCOC(C)=O.CCOC(C)=O.CCOC(C)=O.CCOC(C)=O.CCOC(C)=O.CCOC(C)=O.CCOC(C)=O
HOMO	-0.373	Ha
energy relative to the best compared isomer or geometry (same formula, charge and spin)	157.1	kcal per mole


No. 5
Computed, not measured: a molecular structure, C13H19BClN6O9P2Rh, with ωB97M-V/def2-TZVPD.

Each line ends with the Löwdin charge.
Geometry (Å):
Rh 0.14285 0.63362 -0.44474  1.3193
C 3.66163 -0.89188 1.40760  -0.0368
C 2.55222 -0.05128 1.44638  -0.1217
N 1.99512 0.02160 0.24279  -0.0615
N 2.69733 -0.79570 -0.57432  -0.0117
C 3.71077 -1.34394 0.10563  -0.0579
B 2.30239 -0.90430 -2.05419  -0.4723
N 2.06533 0.53877 -2.56875  0.0017
C 2.55094 1.17315 -3.64461  -0.0511
C 2.02883 2.45085 -3.67748  -0.0274
C 1.19780 2.53078 -2.56011  -0.0784
N 1.24039 1.37593 -1.90911  -0.0627
N 0.92544 -1.61772 -2.09148  0.0150
C 0.47752 -2.78784 -2.55977  -0.0443
C -0.87968 -2.87487 -2.30479  -0.0293
C -1.20301 -1.68387 -1.65792  -0.1017
N -0.10281 -0.94587 -1.56297  -0.0790
H 4.33407 -1.13186 2.21134  0.0976
H 2.12748 0.52071 2.25014  0.0944
H 4.40146 -2.00265 -0.39381  0.1252
H 3.12377 -1.47206 -2.70776  0.1214
H 3.24467 0.67120 -4.29733  0.1267
H 2.21842 3.22206 -4.40180  0.1013
H 0.59802 3.34289 -2.18527  0.1118
H 1.15124 -3.46698 -3.05387  0.1285
H -1.54095 -3.68338 -2.55959  0.1007
H -2.13743 -1.27919 -1.30509  0.1155
C -2.69388 -0.57261 3.98141  -0.0637
C -1.34534 -0.44990 3.28581  -0.5815
O -0.32643 -0.25385 4.28366  -0.0607
P -0.89107 -2.01026 2.42361  0.4569
O -0.60121 -2.98125 3.64906  -0.0964
O -2.23227 -2.66415 1.86764  -0.0991
O 0.17438 -1.85104 1.42469  -0.2656
P -1.30658 0.88627 2.04049  0.3270
O -2.23381 2.00767 2.70246  -0.1048
O -1.85333 0.30254 0.75826  -0.3362
O 0.09978 1.40726 1.89590  -0.3432
H -2.70267 -1.43878 4.64424  0.0877
H -3.49517 -0.69059 3.25351  0.0890
H -2.87624 0.32621 4.56731  0.0853
H 0.35586 0.30503 3.88216  0.0776
H -0.16852 -2.47758 4.35695  0.0853
H -2.35705 -2.39872 0.94624  0.0719
H -2.01712 2.87736 2.33636  0.0888
Cl -2.52438 3.69189 -3.44694  0.5728
C -2.90778 3.13532 -1.79017  -0.4659
C -1.68153 2.48710 -1.18737  -0.7452
O -0.98382 3.08081 -0.35829  -0.0125
O -1.40089 1.30418 -1.59151  -0.1509
H -3.72394 2.42323 -1.86514  0.0813
H -3.19078 4.00570 -1.20945  0.0785

Cartesian forces (eV/Å) of the 6 atoms listed first:
Rh -0.401 0.741 -1.524
C 0.044 0.017 0.036
C 0.028 0.231 -0.066
N -0.320 -0.844 0.566
N 0.091 0.274 -0.090
C 0.039 -0.014 -0.089

Calculated values
total energy	-75950.434	eV
HOMO	-0.344	Ha
energy relative to the best compared isomer or geometry (same formula, charge and spin)	12.4	kcal per mole


No. 6
Computed, not measured: C9H8F2N2 in the gas phase, with ωB97M-V/def2-TZVPD.

Each line ends with the Löwdin charge.
Geometry (Å):
C 1.98697 1.58676 -1.77145  -0.1048
C 0.67129 1.94480 -1.91887  -0.0671
C 2.24212 0.56330 -0.93640  -0.0375
C -0.35183 1.28359 -1.28911  -0.0366
C 1.51845 -1.55816 -0.62771  0.1253
C 1.19575 -0.32829 -0.47875  -0.3584
C -0.12362 0.22007 -0.52549  -0.3203
C -1.65332 -0.89928 0.97965  -0.2897
C -1.15552 -0.27952 2.29431  -0.2195
N -1.06672 -0.56467 -0.12310  0.1966
N -2.65608 -1.77156 1.14722  0.1781
F -0.21478 -1.16756 2.83228  0.0233
F -2.25073 -0.27295 3.18710  -0.0009
H 2.74349 2.20682 -2.11236  0.0851
H 0.60930 2.85848 -2.55264  0.1257
H 3.25512 0.19939 -0.69258  0.1193
H -1.35151 1.65584 -1.57276  0.1312
H 2.58075 -1.89072 -0.64099  0.0288
H -0.65952 0.80479 2.40866  0.2029
H -2.73870 -2.39446 0.36139  0.1244
H -2.58093 -2.19667 2.03160  0.0940

Cartesian forces (eV/Å) of the 6 atoms listed first:
C -0.507 -0.127 0.871
C 0.874 1.762 -1.180
C 1.318 -2.173 1.042
C -1.836 3.511 -2.268
C 1.219 -5.964 -0.660
C 0.457 5.786 0.309

Calculated values
total energy	-17872.452	eV
HOMO (alpha / beta)	-0.273 / -0.254	Ha
energy relative to the best compared isomer or geometry (same formula, charge and spin)	106.6	kcal per mole